C19H22ClN3O4 | ωB97M-V/def2-TZVPD

Geometry as ORCA input:
```
! RIJCOSX wB97M-V def2-TZVPD def2/J DEFGRID3
* xyz 0 1
C 2.2459 -3.3440 -5.6601
N 2.3235 -2.6581 -4.3949
C 3.1205 -1.6032 -4.1914
O 3.8543 -1.1097 -5.0208
C 3.0480 -1.0232 -2.7694
O 2.1572 -1.7790 -1.9823
C 1.9816 -1.4627 -0.6835
C 2.5677 -0.4373 -0.0294
O 2.3529 -0.1684 1.2787
C 1.5108 -0.9480 1.9729
C 0.8849 -2.0109 1.4221
C 1.0520 -2.3743 0.0294
O 0.5028 -3.3149 -0.5154
H 0.2318 -2.6273 2.0187
C 1.3238 -0.4865 3.4030
N 0.2655 0.4676 3.6416
C -1.1013 -0.0063 3.6172
C -1.7601 0.0696 2.2338
N -1.6633 1.4247 1.7266
C -2.6172 1.9004 0.8423
C -3.9791 1.7271 1.1214
C -4.9462 2.2469 0.2880
C -4.6035 2.9664 -0.8458
C -3.2600 3.1414 -1.1214
C -2.2729 2.6187 -0.3065
H -1.2426 2.7632 -0.5869
Cl -2.7875 4.0250 -2.5345
H -5.3570 3.3795 -1.4957
H -5.9887 2.1018 0.5281
H -4.2819 1.1998 2.0125
C -0.2843 1.8431 1.6111
H -0.2481 2.8842 1.2887
C 0.3786 1.7567 2.9967
H 1.4325 2.0267 2.9170
H -0.1195 2.4829 3.6489
H 0.2619 1.2277 0.8789
H -2.8038 -0.2279 2.3130
H -1.2599 -0.6258 1.5415
H -1.1350 -1.0303 3.9911
H -1.6695 0.6335 4.3023
H 1.1324 -1.3576 4.0332
H 2.2588 -0.0178 3.7266
H 3.2588 0.2658 -0.4686
H 4.0611 -1.0363 -2.3467
H 2.7209 0.0222 -2.8474
H 1.7551 -2.9905 -3.6294
H 2.9271 -2.8466 -6.3487
H 2.5402 -4.3887 -5.5485
H 1.2308 -3.2997 -6.0579
*
```

Calculated values
Kohn-Sham gap   8.44 eV

C19H22ClN5 | ωB97M-V/def2-TZVPD

Geometry as ORCA input:
```
! RIJCOSX wB97M-V def2-TZVPD def2/J DEFGRID3
* xyz 0 1
Cl -2.3335 -0.1550 -7.3800
N 1.6129 1.3440 2.5367
N -1.2994 -1.2328 -1.1854
N -0.8767 0.9820 -1.7718
C -0.9972 -0.0029 -0.8830
C 1.9865 1.2920 3.8161
C 1.6033 0.1869 1.8262
C 2.3822 0.0598 4.3967
C 1.8746 -1.0341 2.4057
C 2.2406 -1.1252 3.7117
C -1.5518 1.5042 -5.3714
C -2.1222 0.2579 -5.6832
C -1.1830 1.7148 -4.0720
C -1.6190 -1.5363 -2.4246
C -2.1827 -0.7327 -4.7007
C -1.3046 0.7752 -3.0320
C -1.8139 -0.5095 -3.3996
N 2.1418 2.4813 4.4595
N -2.0107 -2.9177 -2.5068
C 1.1216 3.6008 4.2376
C 3.3663 2.9886 5.1536
C -3.3244 -3.1921 -2.3817
C -1.0337 -3.9888 -2.2283
C -0.3457 0.2303 0.4337
C 1.1529 0.2966 0.4862
H 2.8788 0.0207 5.3837
H 1.8021 -1.9162 1.7966
H 2.3593 -2.0276 4.2703
H -1.4322 2.2464 -6.1396
H -0.7117 2.6948 -3.7188
H -2.5682 -1.7043 -4.9259
H 0.1590 3.1809 4.5327
H 1.3192 4.5065 4.8684
H 1.0715 3.9711 3.2256
H 3.8951 2.0803 5.4201
H 3.9839 3.7533 4.5956
H 3.1621 3.3964 6.0927
H -3.9035 -2.6748 -3.0289
H -3.5838 -3.0606 -1.3599
H -3.4668 -4.2256 -2.7508
H 0.0681 -3.5973 -2.5262
H -1.2977 -4.8224 -2.8286
H -0.8830 -4.2480 -1.1429
H -0.6382 -0.6530 0.9654
H -0.7770 1.1338 0.8629
H 1.5629 1.2639 0.0785
H 1.5161 -0.6054 -0.1138
*
```

Calculated values
Kohn-Sham gap   7.47 eV

C19H22F2N2O4 | ωB97M-V/def2-TZVPD

Geometry as ORCA input:
```
! RIJCOSX wB97M-V def2-TZVPD def2/J DEFGRID3
* xyz 0 1
C 1.2827 -1.1181 4.2177
C -0.0933 -1.1885 3.5700
H -0.8072 -1.6375 4.2639
H -0.4436 -0.1800 3.3397
C -0.0505 -2.0083 2.2760
N -1.3513 -2.0782 1.6413
C -1.8827 -1.0940 0.8902
O -3.0200 -1.1364 0.4449
C -1.0527 0.1069 0.5922
N 0.2340 0.1242 0.3462
O 0.5712 1.3895 0.0257
C -0.5219 2.1698 0.0692
C -1.5986 1.4061 0.4159
H -2.6208 1.6937 0.5314
C -0.3939 3.6205 -0.2694
O 0.0826 3.8193 -1.5886
C 1.3395 3.4231 -1.9363
C 2.4488 3.2950 -1.0989
C 3.6854 2.9076 -1.5820
C 3.8248 2.6611 -2.9329
C 2.7576 2.7954 -3.8031
C 1.5303 3.1677 -3.2961
H 0.6763 3.2758 -3.9450
H 2.8905 2.6016 -4.8548
F 5.0278 2.2892 -3.4084
H 4.5189 2.8108 -0.9058
F 2.3677 3.5569 0.2258
H 0.2347 4.1283 0.4712
H -1.3877 4.0733 -0.2628
C -2.1861 -3.2154 1.9636
H -3.2228 -2.9378 1.7641
H -2.0802 -3.4595 3.0237
C -1.8274 -4.4691 1.1354
C -2.1920 -4.3141 -0.3417
H -1.6018 -5.0077 -0.9415
C -3.6669 -4.7151 -0.3442
H -4.2895 -3.8423 -0.1513
C -3.7527 -5.7185 0.8149
H -3.7874 -6.7535 0.4580
O -2.5704 -5.5801 1.5944
H -4.6289 -5.5414 1.4485
H -3.9765 -5.1587 -1.2875
H -2.0326 -3.3022 -0.7031
H -0.7683 -4.7090 1.2827
H 0.2663 -3.0285 2.4997
H 0.6653 -1.5667 1.5817
H 1.6418 -2.1153 4.4617
H 1.9946 -0.6521 3.5409
H 1.2430 -0.5337 5.1332
*
```

Calculated values
Kohn-Sham gap   9.53 eV